Entry 1:
DFT (wB97M-V/def2-TZVPD) results for a structure of composition C34H51BN7STi.

Calculated values
Net charge: +2
⟨S²⟩: 0.7528
HOMO (spin up / spin down), eV: -14.303 / -14.325
HOMO-LUMO gap (spin up / spin down), eV: 7.85 / 8.25
2S+1: 2

Geometry (Å):
Ti 0.047 -0.770 -1.168
C 0.135 0.216 -3.905
C -0.121 1.710 -3.780
C -1.478 2.094 -4.375
C -0.016 2.172 -2.357
C 0.000 3.454 -1.851
C 0.042 3.329 -0.461
C 0.093 4.546 0.431
C 1.472 5.209 0.294
C -0.309 4.428 1.895
N 0.062 2.015 -0.163
N 0.038 1.295 -1.340
B 0.075 1.224 1.184
N 1.365 0.320 1.204
N 1.561 -0.515 0.133
C 2.753 -1.129 0.276
C 3.340 -0.670 1.436
C 2.463 0.266 1.984
C 2.829 1.124 3.165
C 1.821 1.183 4.304
C 3.221 2.521 2.678
C 3.248 -2.135 -0.724
C 2.789 -1.787 -2.135
C 4.773 -2.238 -0.687
N -1.233 0.329 1.216
N -1.461 -0.471 0.118
C -2.656 -1.073 0.261
C -3.211 -0.660 1.450
C -2.308 0.237 2.027
C -2.684 1.022 3.257
C -3.552 2.212 2.823
C -1.582 1.446 4.212
C -3.203 -1.990 -0.793
C -4.732 -1.954 -0.810
C -2.654 -1.629 -2.166
H 0.002 -0.134 -4.928
H -0.634 -0.367 -3.355
H 1.139 -0.061 -3.590
H 0.662 2.226 -4.341
H -2.293 1.608 -3.833
H -1.536 1.795 -5.422
H -1.639 3.169 -4.320
H -0.031 4.378 -2.404
H -0.632 5.219 -0.036
H 2.259 4.565 0.690
H 1.488 6.143 0.856
H 1.714 5.434 -0.744
H 0.445 3.928 2.501
H -1.259 3.912 2.028
H -0.422 5.436 2.294
H 0.094 1.945 2.109
H 4.304 -0.932 1.838
H 3.731 0.647 3.555
H 1.010 1.872 4.085
H 2.319 1.541 5.205
H 1.399 0.201 4.528
H 2.373 3.010 2.197
H 4.044 2.483 1.964
H 3.530 3.138 3.523
H 2.834 -3.111 -0.445
H 3.069 -0.765 -2.391
H 1.709 -1.953 -2.298
H 3.241 -2.450 -2.872
H 5.233 -1.289 -0.968
H 5.117 -3.005 -1.379
H 5.129 -2.509 0.307
H -4.173 -0.921 1.859
H -3.337 0.336 3.803
H -3.005 2.878 2.154
H -3.854 2.786 3.700
H -4.454 1.884 2.306
H -1.051 2.327 3.852
H -0.864 0.647 4.383
H -2.024 1.707 5.173
H -2.889 -3.012 -0.552
H -5.092 -0.947 -1.025
H -5.148 -2.272 0.145
H -5.117 -2.628 -1.575
H -2.887 -0.600 -2.444
H -3.028 -2.300 -2.939
H -1.560 -1.777 -2.224
S 0.024 -4.783 1.229
C 0.020 -3.154 0.761
N -0.018 -2.915 -0.526
C -0.051 -4.111 -1.247
C -0.098 -4.237 -2.639
C -0.124 -5.503 -3.179
C -0.106 -6.642 -2.359
C -0.059 -6.533 -0.987
C -0.032 -5.250 -0.438
H 0.049 -2.358 1.494
H -0.111 -3.365 -3.282
H -0.160 -5.628 -4.253
H -0.129 -7.622 -2.815
H -0.045 -7.414 -0.360

Löwdin atomic charge list, values in e, 4 entries:
1. Ti 1.1004
2. C -0.0606
3. C -0.3342
4. C -0.0317


Entry 2:
DFT (wB97M-V/def2-TZVPD) results for a structure of composition C34H51BrHgN2P2.

Calculated values
Energy above the lowest of the compared OMol25 structures with the same formula, charge and spin, kcal per mole: 0.0
Net charge: +2
HOMO (spin up / spin down), eV: -12.336 / -12.352
HOMO-LUMO gap (spin up / spin down), eV: 5.32 / 5.35

Geometry (Å):
C 2.998 5.259 -5.661
C 2.393 6.047 -4.658
C 2.436 7.443 -4.819
C 3.230 7.970 -5.849
N 3.883 7.203 -6.721
C 3.760 5.880 -6.656
C 1.902 5.352 -3.482
C 2.167 4.270 -2.799
C 2.934 3.221 -2.205
C 2.536 1.870 -2.322
C 2.965 0.934 -1.390
C 3.724 1.368 -0.297
C 4.266 2.659 -0.264
C 3.908 3.570 -1.238
Hg 0.475 5.125 -1.804
P -2.801 0.752 -0.740
H 1.907 8.111 -4.141
H 2.926 4.174 -5.625
H 3.338 9.049 -5.977
H 4.269 5.273 -7.407
H 4.303 4.586 -1.204
H 1.854 1.588 -3.130
H 4.903 2.951 0.564
H 2.648 -0.104 -1.475
C -3.597 0.033 0.780
C -5.051 0.391 1.085
H -2.945 0.350 1.612
H -3.478 -1.058 0.684
H -5.416 -0.256 1.895
H -5.153 1.428 1.435
H -5.716 0.243 0.225
C -3.785 2.282 -1.058
C -3.530 2.876 -2.442
H -3.489 3.008 -0.283
H -4.850 2.063 -0.905
H -3.818 3.933 -2.450
H -2.471 2.822 -2.722
H -4.116 2.368 -3.218
C -3.426 -0.417 -2.035
C -4.925 -0.456 -2.329
H -3.072 -1.410 -1.714
H -2.863 -0.174 -2.950
H -5.082 -1.018 -3.260
H -5.482 -0.984 -1.546
H -5.358 0.543 -2.471
Br 4.110 0.259 1.147
P 0.045 3.506 2.262
C -1.689 3.368 1.650
C -2.664 3.812 2.738
H -1.870 2.323 1.347
H -1.779 4.001 0.754
H -3.700 3.625 2.429
H -2.486 3.272 3.677
H -2.564 4.886 2.941
C 0.733 1.800 2.009
C 1.502 1.439 3.284
H 1.385 1.778 1.121
H -0.097 1.096 1.833
H 1.617 0.355 3.403
H 2.508 1.882 3.280
H 0.971 1.821 4.168
C 0.857 4.528 1.021
C 0.786 6.022 1.328
H 0.236 4.229 0.148
H 1.889 4.184 0.877
H 1.357 6.590 0.582
H -0.246 6.398 1.304
H 1.209 6.236 2.317
C 2.861 -2.897 0.326
N 1.904 -3.097 1.446
C 2.584 -3.033 2.770
C 0.692 -2.170 1.400
C 0.169 -2.151 0.008
C -0.256 -3.349 -0.640
C -0.505 -3.320 -2.013
C -0.380 -2.131 -2.736
C -0.045 -0.921 -2.063
C 0.178 -1.004 -0.727
H 3.072 -1.823 0.233
H 2.439 -3.301 -0.599
H 3.783 -3.431 0.581
H 1.507 -4.041 1.333
H 2.946 -2.011 2.933
H 1.863 -3.318 3.543
H 3.419 -3.740 2.755
H -0.021 -2.587 2.126
H 1.019 -1.178 1.736
H -0.347 -4.279 -0.068
H -0.790 -4.241 -2.530
H -0.544 -2.124 -3.818
H 0.010 0.020 -2.612

Löwdin atomic charge list, values in e, 4 entries:
1. C 0.0008
2. C -0.2320
3. C 0.0027
4. C -0.1018


Entry 3:
DFT (wB97M-V/def2-TZVPD) results for a cluster of 7 separate species, C34H51IN4O26S6 in total.

Calculated values
Net charge: 0
HOMO, eV: -8.924
HOMO-LUMO gap, eV: 8.31

Geometry (Å):
C -0.358 1.872 1.374
C 0.577 1.621 0.161
C 0.424 2.384 -1.053
C 1.283 2.151 -2.244
C 2.352 1.180 -2.259
C 3.237 1.024 -3.523
C 2.979 -0.302 -4.351
N 2.009 -0.002 -5.438
C 2.525 0.375 -1.013
C 3.625 -0.724 -0.964
C 5.104 -0.175 -1.058
C 5.789 -0.205 0.378
I 7.777 0.624 0.134
C 1.657 0.590 0.146
C 1.776 -0.254 1.443
C 2.010 0.368 2.732
C 2.095 -0.340 4.012
C 1.919 -1.805 3.858
C 1.714 -2.288 2.503
N 1.620 -1.606 1.337
C 0.791 3.131 -3.380
O 1.297 3.379 -4.446
N -0.393 3.645 -2.810
C -1.553 3.946 -3.679
C -2.827 3.071 -3.401
C -2.908 1.730 -4.226
N -4.296 1.176 -4.044
C -0.573 3.541 -1.409
O -1.295 4.165 -0.677
H 0.121 2.404 2.230
H -0.815 0.913 1.752
H -1.220 2.487 1.002
H 4.320 0.992 -3.200
H 3.161 1.942 -4.168
H 2.521 -1.065 -3.677
H 3.920 -0.708 -4.817
H 1.068 -0.209 -5.095
H 2.039 0.977 -5.714
H 3.543 -1.289 0.004
H 3.382 -1.483 -1.762
H 5.039 0.911 -1.335
H 5.737 -0.732 -1.803
H 5.769 -1.214 0.850
H 5.210 0.537 0.991
H 2.130 1.480 2.750
H 2.284 0.155 4.985
H 1.949 -2.481 4.745
H 1.618 -3.404 2.410
H -1.266 3.772 -4.755
H -1.753 5.051 -3.593
H -3.713 3.694 -3.724
H -3.006 2.823 -2.325
H -2.228 0.920 -3.846
H -2.759 1.876 -5.331
H -4.411 1.112 -3.022
H -4.955 1.921 -4.303
C -2.034 -5.510 3.199
C -2.352 -5.727 1.733
O -1.078 -5.721 1.079
S 0.033 -6.332 2.076
O 0.227 -7.704 1.752
O 1.112 -5.406 2.166
O -0.831 -6.252 3.436
H -1.831 -4.456 3.407
H -2.834 -5.858 3.847
H -2.996 -4.950 1.327
H -2.813 -6.704 1.567
C 0.490 2.483 -7.454
C 1.260 3.164 -8.567
O 0.594 2.768 -9.769
S -0.982 2.576 -9.464
O -1.663 3.765 -9.848
O -1.373 1.288 -9.919
O -0.884 2.551 -7.851
H 0.768 1.429 -7.368
H 0.633 2.976 -6.492
H 2.307 2.866 -8.591
H 1.195 4.252 -8.487
C 6.693 4.899 3.704
C 7.592 4.126 2.757
O 6.786 3.042 2.291
S 5.246 3.518 2.220
O 4.954 3.898 0.881
O 4.453 2.582 2.942
O 5.397 4.861 3.103
H 6.632 4.409 4.679
H 7.021 5.928 3.837
H 8.491 3.755 3.245
H 7.872 4.734 1.893
C -5.444 -2.884 6.588
C -6.517 -3.900 6.929
O -6.318 -4.966 5.996
S -4.747 -5.085 5.653
O -4.186 -6.109 6.464
O -4.594 -5.052 4.232
O -4.290 -3.659 6.252
H -5.723 -2.291 5.714
H -5.227 -2.218 7.422
H -7.521 -3.491 6.838
H -6.377 -4.301 7.936
C -4.820 -10.555 2.821
C -4.976 -9.262 3.599
O -5.285 -8.276 2.611
S -6.132 -8.965 1.420
O -7.514 -8.718 1.649
O -5.494 -8.665 0.186
O -5.824 -10.503 1.805
H -3.844 -10.608 2.333
H -4.958 -11.434 3.449
H -4.072 -8.991 4.142
H -5.816 -9.317 4.296
C 0.210 7.169 0.180
C -0.990 8.095 0.131
O -1.588 7.989 1.425
S -0.432 7.724 2.522
O -0.092 8.967 3.126
O -0.789 6.576 3.281
O 0.748 7.323 1.497
H -0.091 6.127 0.054
H 0.958 7.423 -0.569
H -1.699 7.816 -0.646
H -0.682 9.134 -0.016

Löwdin atomic charge list, values in e, 4 entries:
1. C -0.0356
2. C -0.1005
3. C 0.0036
4. C 0.0172


Entry 4:
DFT (wB97M-V/def2-TZVPD) results for a structure of composition C34H51N6O4PSSeW.

Calculated values
Energy above the lowest of the compared OMol25 structures with the same formula, charge and spin, kcal per mole: 0.0
Net charge: 0
HOMO, eV: -5.440
HOMO-LUMO gap, eV: 4.84

Geometry (Å):
W -1.060 1.008 1.049
O 0.780 1.394 0.056
C 0.877 2.367 -0.797
C 1.798 3.404 -0.570
C 1.870 4.535 -1.346
C 1.060 4.610 -2.512
C 0.161 3.539 -2.806
C 0.066 2.433 -1.973
C -0.885 1.338 -2.094
N -1.253 0.563 -1.085
C -2.000 -0.681 -1.500
C -2.857 -1.239 -0.384
N -2.712 -0.460 0.885
C -3.871 -0.376 1.538
C -4.047 0.333 2.766
C -5.260 0.716 3.347
C -5.288 1.387 4.563
C -4.120 1.820 5.188
C -2.904 1.525 4.578
C -2.829 0.866 3.356
O -1.711 0.422 2.861
H 2.372 3.373 0.349
H 2.428 5.423 -1.063
H 1.137 5.417 -3.215
H -0.483 3.652 -3.648
H -1.383 1.233 -3.086
H -1.171 -1.383 -1.742
H -2.623 -0.504 -2.346
H -2.621 -2.267 -0.113
H -3.900 -1.190 -0.726
H -4.769 -0.736 1.017
H -6.167 0.195 3.037
H -6.265 1.683 4.885
H -4.144 2.206 6.203
H -1.980 1.823 5.062
C 1.108 -2.201 -7.547
C 1.622 -2.224 -6.101
C 2.570 -1.063 -5.692
S 2.074 -0.543 -3.996
O 1.626 -1.773 -3.243
C 3.681 -0.072 -3.341
C 3.796 -0.278 -1.797
C 5.079 -1.058 -1.515
H 0.615 -3.146 -7.773
H 1.879 -1.974 -8.279
H 0.301 -1.492 -7.719
H 2.127 -3.181 -5.851
H 0.757 -2.194 -5.452
H 2.488 -0.178 -6.300
H 3.578 -1.452 -5.591
H 3.871 1.029 -3.678
H 4.487 -0.635 -3.785
H 3.019 -0.944 -1.443
H 3.646 0.679 -1.336
H 6.075 -0.641 -1.839
H 5.132 -2.058 -1.974
H 5.146 -1.154 -0.458
C 2.020 -1.093 4.037
N 2.173 -1.586 2.684
C 3.432 -1.123 2.045
P 0.964 -2.235 1.732
O 0.159 -1.369 0.837
N 1.855 -3.340 0.902
C 2.588 -4.456 1.536
C 1.503 -3.656 -0.453
N -0.085 -3.071 2.712
C -1.544 -3.118 2.570
C 0.329 -3.826 3.960
H 2.923 -1.444 4.601
H 1.137 -1.418 4.535
H 1.931 0.007 4.064
H 4.360 -1.236 2.670
H 3.307 -0.075 1.849
H 3.614 -1.596 1.113
H 2.645 -4.263 2.613
H 3.619 -4.529 1.193
H 2.108 -5.443 1.274
H 1.338 -2.798 -1.095
H 0.550 -4.284 -0.605
H 2.315 -4.245 -0.844
H -1.982 -2.273 2.025
H -2.038 -3.185 3.547
H -1.787 -3.979 1.969
H 1.446 -3.751 4.114
H 0.070 -4.914 3.823
H -0.236 -3.446 4.812
Se 0.554 2.054 2.680
N -1.857 2.546 0.806
C -2.641 3.685 0.870
C -2.406 4.759 1.751
C -3.116 5.942 1.467
C -4.139 5.994 0.505
C -4.266 4.913 -0.363
C -3.574 3.755 -0.155
H -1.760 4.670 2.602
H -2.911 6.863 2.067
H -4.864 6.801 0.522
H -4.904 5.013 -1.231
H -3.754 2.876 -0.767

Löwdin atomic charge list, values in e, 4 entries:
1. W 1.4984
2. O -0.3892
3. C -0.3962
4. C -0.0286


Total energy values, unit eV, following the record order: -81135.8498 -131838.9525 -168385.3564 -140511.2273.